330
Properties=species:S:1:pos:R:3:forces:R:3:mulliken_charge:R:1 method="wB97M-V/def2-TZVPD" e_homo_ev=-13.71 multiplicity=1 lumo_ev=-8.245 charge=+5 orbital_gap_ev=5.46 total_energy_ev=-157777.7606
C -14.25613 3.10454 39.84532 -0.2 -0.3 -1.4 -1.559
C -13.04285 3.99600 39.50371 -0.3 -0.4 2.1 -0.191
C -11.66488 3.31263 39.67776 -0.6 -0.8 -0.3 -0.755
C -10.67563 3.90093 38.68861 0.1 -0.3 -0.7 -1.056
P -8.90384 3.51219 38.92150 -0.5 1.7 0.4 0.676
C -7.98278 4.78367 37.76061 -0.9 -0.8 1.2 1.197
C -8.02293 6.24725 38.27656 0.5 -0.1 0.6 -0.849
C -6.69540 7.05036 38.04352 -1.6 0.1 0.0 1.374
C -5.52808 6.57637 38.87675 0.4 0.1 -0.6 -0.416
C -8.56308 4.03135 40.65784 1.1 -1.2 0.5 -1.177
C -7.08912 3.75386 41.11386 0.0 0.6 0.1 -0.221
C -6.77766 4.24510 42.53268 0.6 0.0 -0.2 -0.547
C -5.26197 4.10018 42.83500 -0.4 -0.1 -0.5 -1.171
C -8.51984 1.70260 38.74094 0.2 1.2 -0.7 -0.771
C -9.27145 0.72473 39.61595 -0.7 0.0 0.7 -0.636
C -8.49503 -0.52390 39.84859 0.0 -1.5 -0.3 -0.667
C -9.44686 -1.63712 40.37115 1.2 0.6 0.7 -1.383
H -15.17866 3.67710 39.74937 0.1 0.2 0.2 0.413
H -14.28502 2.58042 40.80060 0.5 0.4 0.1 0.355
H -14.35913 2.34205 39.07324 0.0 -0.3 0.0 0.390
H -13.11511 4.75088 40.28668 0.4 0.6 -0.3 0.308
H -13.16566 4.48583 38.53775 0.0 -0.2 -0.1 0.189
H -11.72869 2.26088 39.39871 -0.3 -0.2 -0.1 0.138
H -11.34132 3.23694 40.71588 0.0 0.7 0.1 0.491
H -10.83778 4.96272 38.50308 0.5 0.3 0.6 0.230
H -11.02026 3.49181 37.73890 0.4 -0.2 -0.4 0.766
H -8.54221 4.82845 36.82619 0.2 -0.7 -0.2 0.512
H -6.98461 4.36627 37.62823 0.1 0.2 -0.1 -1.287
H -8.27675 6.34431 39.33215 0.3 -0.4 0.3 0.496
H -8.90302 6.71875 37.83925 0.3 0.3 -0.5 -0.073
H -6.96010 8.07280 38.31301 0.1 0.2 0.0 0.097
H -6.51707 7.08685 36.96882 0.5 -0.2 -0.1 -0.527
H -5.27627 5.54797 38.61775 -0.2 -0.3 0.6 -0.430
H -5.69926 6.75605 39.93813 -0.2 -0.5 0.1 0.458
H -4.60276 7.10315 38.64355 -0.1 0.4 -0.2 -0.408
H -9.12460 3.38896 41.33619 -0.4 -0.4 -0.3 0.860
H -8.96050 5.00809 40.93380 0.3 0.3 -0.6 0.775
H -6.32853 4.25522 40.51532 -0.2 0.1 -0.6 -0.401
H -6.84565 2.69431 41.03531 -0.3 -0.2 0.0 0.384
H -7.43955 3.82916 43.29230 0.1 -0.1 0.0 0.475
H -6.87585 5.33059 42.52033 -0.7 0.1 0.2 0.207
H -5.03081 4.07018 43.89979 0.0 0.4 -0.1 0.357
H -4.83877 4.95686 42.31049 0.6 0.2 0.5 0.247
H -4.75024 3.25557 42.37362 -0.4 -0.4 0.1 0.289
H -7.43907 1.63585 38.86579 0.2 0.0 0.3 0.528
H -8.67148 1.41744 37.69989 -0.1 0.2 -0.2 0.740
H -10.21409 0.38946 39.18339 -0.1 0.5 -0.4 0.409
H -9.52542 1.05891 40.62189 0.0 0.7 0.0 0.380
H -7.66642 -0.34167 40.53291 -0.1 -0.1 0.3 0.384
H -8.01104 -0.88057 38.93939 -0.1 0.0 -0.3 0.433
H -8.79528 -2.47406 40.62226 -0.5 -0.4 -0.2 0.402
H -10.27608 -1.91392 39.72008 0.4 0.0 -0.3 0.372
H -9.87667 -1.30311 41.31550 -0.1 0.0 0.1 0.340
C -5.84541 15.23156 31.43940 0.4 0.6 0.3 -0.774
C -4.54953 16.12223 31.21449 -1.7 -0.9 -0.5 -0.823
C -3.41002 15.35278 30.47230 -1.6 1.3 -0.3 -1.401
C -2.80070 14.26162 31.28017 1.3 -0.1 0.3 1.295
P -1.78949 13.10646 30.25322 -0.7 -0.3 -1.4 0.556
C -0.86883 14.08596 28.95761 -0.6 -0.2 0.6 -1.185
C -0.12839 13.39479 27.79040 0.1 -0.1 0.4 -0.890
C 1.22123 12.76715 28.12331 0.8 0.1 -0.7 -0.051
C 1.80846 12.10761 26.83833 -0.4 0.1 0.6 -1.380
C -0.59989 12.16727 31.18660 0.3 -0.3 1.7 -1.152
C -1.00884 11.63005 32.57020 0.2 -0.7 1.0 0.609
C 0.10993 10.75630 33.34198 -1.2 1.4 -1.6 -0.972
C -0.48334 9.97990 34.48951 -0.3 0.1 1.1 -0.738
C -2.96038 11.89468 29.42943 0.4 1.3 0.9 -1.564
C -3.96667 11.09737 30.29197 0.5 -0.4 -0.5 0.887
C -4.65290 10.12871 29.32947 -0.5 -1.6 1.1 -0.855
C -5.05254 8.77500 30.06535 -0.2 1.6 -0.4 -0.514
H -6.68150 15.71793 31.94188 0.1 0.8 -0.2 0.414
H -5.70532 14.42553 32.15966 0.6 -0.5 -0.2 -0.199
H -6.27721 14.83939 30.51862 0.3 -0.1 -0.1 0.468
H -4.30469 16.64563 32.13872 0.7 -0.6 0.3 0.334
H -4.79315 16.99279 30.60548 -0.3 -0.2 -0.4 0.468
H -2.71485 16.15467 30.22364 0.5 -0.4 -0.2 0.390
H -3.76918 14.91907 29.53903 -0.5 0.5 -0.2 0.572
H -3.53360 13.65951 31.81722 0.0 0.0 0.1 -1.232
H -2.19987 14.86636 31.95943 0.5 -0.9 0.6 0.719
H -0.19919 14.70268 29.55707 0.4 0.0 0.1 0.664
H -1.58314 14.81969 28.58409 -0.3 -0.2 -0.2 0.556
H 0.09868 14.18701 27.07701 -0.2 0.1 -0.1 0.486
H -0.74745 12.67462 27.25540 -0.3 0.0 0.1 0.376
H 1.21105 12.02451 28.92110 -0.3 -0.1 0.1 0.115
H 1.86057 13.58400 28.45812 0.2 0.0 0.1 0.298
H 1.94202 12.80293 26.00960 -0.4 0.2 0.1 0.348
H 1.07795 11.34329 26.57325 0.2 -0.1 -0.5 0.353
H 2.78530 11.63522 26.94190 -0.1 0.0 0.5 0.374
H 0.19241 12.88108 31.41208 0.6 -0.2 -0.6 0.328
H -0.29309 11.29371 30.61139 0.4 0.4 -0.4 0.606
H -1.86097 10.95729 32.47349 -0.2 0.0 0.0 -0.268
H -1.33680 12.45945 33.19681 0.0 0.1 0.2 -0.013
H 0.93920 11.39403 33.64811 0.0 0.1 0.1 0.426
H 0.50102 10.13932 32.53299 0.2 -0.5 0.3 0.561
H -0.72893 10.54503 35.38862 0.3 1.0 0.0 -0.183
H 0.20388 9.25365 34.92355 -0.1 -0.5 -0.5 0.549
H -1.48676 9.58965 34.31938 0.2 -0.7 -0.6 0.158
H -2.35156 11.23645 28.80961 0.1 0.0 0.1 0.803
H -3.51611 12.53348 28.74298 -0.2 -0.1 -0.2 0.554
H -4.66356 11.74378 30.82544 -0.1 0.1 -0.1 0.015
H -3.52087 10.42444 31.02444 0.6 0.4 0.3 -0.344
H -3.87614 9.75015 28.66507 -0.4 0.5 -0.7 0.481
H -5.49979 10.61993 28.85033 0.2 -0.3 -0.4 0.464
H -4.11030 8.35050 30.41190 -0.2 -0.4 0.0 -0.062
H -5.61423 8.10409 29.41537 0.3 0.0 -0.1 0.559
H -5.69920 8.97488 30.91975 0.0 0.1 0.2 -0.198
C -0.78769 6.31473 30.34931 0.7 0.3 0.1 -1.493
C -1.10377 6.47686 31.81922 1.7 0.3 0.2 0.109
C -2.47958 6.05170 32.17184 -1.7 -0.4 0.8 0.393
C -2.72096 5.69066 33.66018 -0.7 0.3 -0.3 -1.129
P -4.45758 5.12711 34.07081 1.7 0.4 -2.6 0.376
C -5.75112 6.42565 33.76301 -1.1 -1.2 0.9 1.228
C -7.21234 5.73414 33.57019 0.8 0.7 -0.5 -1.080
C -8.36045 6.74563 33.53540 0.2 0.1 0.1 0.795
C -8.37918 7.69919 32.34673 0.2 -0.4 0.4 -1.060
C -4.97325 3.71237 32.96485 1.2 0.2 0.0 -1.485
C -3.88703 2.70859 32.36793 -0.7 1.1 0.9 -1.094
C -4.39922 1.30984 32.28505 -0.1 -1.0 1.2 -0.388
C -3.31667 0.51527 31.61381 0.2 -0.6 -1.8 -1.401
C -4.41451 4.57923 35.75942 0.1 -1.0 0.9 0.114
C -3.45913 3.36873 36.14019 -0.4 -0.2 -1.0 -0.906
C -3.82534 2.78611 37.50728 0.7 1.3 -0.6 0.187
C -3.19278 3.67053 38.56098 0.2 0.2 0.9 -0.952
H -1.58432 6.82062 29.80382 -0.1 -0.6 -0.6 0.283
H -0.53980 5.28237 30.10255 -0.8 0.0 -0.4 0.368
H 0.13177 6.84374 30.09864 0.0 0.2 0.1 0.481
H -0.86923 7.51808 32.04049 -0.5 0.3 0.4 -0.253
H -0.37496 5.93776 32.42446 0.1 -0.3 0.0 0.486
H -2.76885 5.15473 31.62423 0.2 -0.1 -0.3 -0.203
H -3.19928 6.80706 31.85631 -0.1 0.2 0.0 -0.369
H -2.53887 6.50731 34.35877 0.0 0.3 0.1 0.211
H -2.02014 4.89903 33.92525 -0.2 -0.3 0.2 0.937
H -5.52501 7.16053 32.99040 0.3 -0.6 -0.5 0.272
H -5.68406 7.03844 34.66194 -0.4 0.0 0.4 -0.909
H -7.46502 4.98670 34.32224 0.5 0.1 0.5 0.261
H -7.25287 5.13710 32.65916 0.3 0.3 -0.3 0.553
H -8.29538 7.26034 34.49401 -0.5 0.3 0.2 -0.852
H -9.29972 6.19804 33.45789 0.0 -0.2 0.5 0.668
H -9.18164 8.43328 32.41928 -0.1 -0.1 0.0 0.244
H -8.56792 7.06572 31.48002 0.2 0.4 -0.4 0.588
H -7.43513 8.23983 32.27892 0.0 0.0 -0.4 -0.243
H -5.52495 4.08667 32.10252 0.1 0.4 0.1 0.735
H -5.74812 3.27340 33.59332 0.1 -0.8 0.0 0.728
H -2.91673 2.72917 32.86411 -0.1 0.1 0.5 0.342
H -3.61958 2.95265 31.33982 -0.4 0.7 0.0 0.722
H -5.40296 1.28275 31.86093 0.2 -0.1 -0.7 0.390
H -4.55277 0.82243 33.24784 -0.1 0.4 0.5 0.300
H -3.66317 -0.36464 31.07177 -0.2 -0.1 0.2 0.383
H -2.46726 0.19318 32.21619 -0.3 0.2 0.4 0.347
H -2.89907 1.15093 30.83301 0.3 -0.1 -0.2 0.368
H -5.45940 4.27998 35.84173 -0.3 -0.5 0.5 0.023
H -4.29872 5.36074 36.51038 0.2 0.5 -0.5 0.259
H -2.39654 3.61030 36.16551 -0.1 0.7 -0.1 0.378
H -3.49340 2.58776 35.38058 -0.4 0.0 -0.2 0.211
H -3.36997 1.80193 37.61747 -0.7 -0.2 -0.1 0.449
H -4.91294 2.84540 37.54829 -0.1 -0.7 0.4 -0.258
H -2.11214 3.54428 38.62726 0.0 -0.4 -0.1 0.434
H -3.59710 3.43214 39.54475 0.0 0.2 0.1 0.344
H -3.27483 4.74456 38.39414 -0.5 0.1 -0.1 -0.004
C -10.13879 14.63470 33.61882 1.4 -0.3 0.5 -1.619
C -9.15686 15.46138 34.53938 -0.8 0.1 -0.1 0.641
C -9.58009 15.58450 36.04844 0.3 0.5 -1.7 -0.382
N -8.77612 16.61599 36.83513 -0.5 -0.6 1.1 0.355
C -9.40885 16.60768 38.27417 -0.6 -1.0 -0.8 -0.389
C -8.56634 17.25582 39.28356 0.9 1.3 1.2 -1.027
C -7.16446 16.70827 39.40657 0.6 -0.7 -1.4 -0.179
C -6.47682 16.70999 38.03930 0.1 1.1 -1.0 -0.679
C -7.30480 16.08784 36.89892 -1.2 0.2 0.6 -0.136
C -8.90206 18.01031 36.20065 1.3 -1.2 1.1 -0.948
H -9.68551 14.53005 32.63308 0.2 0.3 -0.1 0.383
H -11.15066 14.98414 33.41358 0.2 0.2 0.7 0.689
H -10.13345 13.59989 33.96122 -0.5 -0.1 0.2 -0.026
H -9.09728 16.45578 34.09698 -0.1 0.1 0.1 0.451
H -8.15431 15.04787 34.42974 0.0 -0.3 0.1 -0.326
H -9.48159 14.65533 36.60973 -0.3 -0.1 -0.1 -0.144
H -10.59808 15.97055 35.99576 -0.1 -0.2 0.5 0.551
H -9.62258 15.58102 38.57151 0.4 -0.4 -0.5 0.201
H -10.39489 17.07194 38.25758 0.1 0.3 -0.6 0.488
H -8.98885 17.16431 40.28418 -0.6 0.0 -0.2 0.506
H -8.55456 18.32251 39.05965 0.3 0.2 0.2 0.337
H -7.20388 15.65944 39.70071 -0.2 -0.1 0.5 -0.052
H -6.52331 17.26963 40.08621 -0.3 0.0 0.2 0.482
H -5.49244 16.24395 38.08319 -0.1 -0.5 -0.1 -0.141
H -6.21820 17.73318 37.76676 -0.2 0.3 0.0 0.588
H -7.38019 15.02239 37.11626 -0.4 -0.2 -0.1 -0.282
H -6.98680 16.18462 35.86084 0.6 0.3 0.3 0.694
H -8.36277 18.67896 36.87160 -0.2 0.2 -0.1 0.464
H -9.95346 18.29215 36.14389 0.2 -0.2 -0.3 0.242
H -8.32583 17.93633 35.27838 -0.6 0.4 -0.1 0.398
C 2.46922 14.30541 38.41962 -0.9 0.3 -0.9 -1.156
C 1.49522 14.83081 37.34553 -0.6 -0.5 1.1 -0.578
N 0.04068 15.17685 37.91110 0.6 -0.1 0.1 0.274
C -0.79739 15.76626 36.80101 -0.1 0.2 0.1 -1.065
C -0.65444 13.88076 38.44033 -0.2 0.7 -1.0 -0.938
C -0.72467 12.69772 37.43598 0.4 1.0 0.5 -0.531
C 0.15986 16.17003 39.12657 0.8 0.3 -0.7 -0.732
C 0.92426 17.48647 38.80255 -0.1 -0.3 -1.8 -0.756
O 0.22469 18.42047 37.96803 -1.2 -0.4 0.9 -0.357
C 0.97076 19.58156 37.64179 1.5 0.2 -0.7 -0.817
H 2.70420 15.09004 39.13880 0.2 -0.4 0.1 0.290
H 3.35022 14.00308 37.85345 0.2 0.2 0.2 0.460
H 2.06537 13.39179 38.85585 0.1 0.2 0.4 0.262
H 1.32566 14.00550 36.65401 -0.1 0.5 -0.3 0.515
H 1.91169 15.71239 36.85822 -0.4 -0.1 -0.1 0.655
H -1.14172 15.04995 36.05506 0.6 -0.5 0.3 0.282
H -0.25121 16.53923 36.26035 0.0 0.1 0.4 0.572
H -1.71136 16.17250 37.23429 0.2 0.3 0.2 0.405
H -1.67057 14.24874 38.58230 -0.1 -0.1 0.2 -0.003
H -0.25676 13.64509 39.42746 0.3 -0.1 -0.3 0.652
H 0.24898 12.34763 37.09314 0.0 -0.2 0.3 0.578
H -1.26542 13.01835 36.54555 -0.2 -0.2 0.1 0.148
H -1.26546 11.88623 37.92294 0.0 -0.1 -0.2 -0.039
H 0.76120 15.58081 39.81890 0.1 0.3 0.1 0.539
H -0.77021 16.38307 39.65352 -0.5 -0.3 -0.7 0.528
H 1.72891 17.19337 38.12820 0.9 -0.1 0.8 0.258
H 1.28575 17.93933 39.72577 0.0 0.0 0.0 0.538
H 0.39546 20.39721 37.20379 -0.7 -0.3 0.7 0.288
H 1.68670 19.39507 36.84133 0.1 -0.6 -0.3 0.340
H 1.64114 19.93498 38.42523 -0.6 0.1 0.6 0.336
C -1.84776 10.61226 41.08247 0.5 1.4 -0.3 -1.401
C -3.28056 10.25089 40.75012 -0.4 -0.1 1.4 0.072
N -4.33547 11.39046 40.84535 0.7 0.6 0.4 1.067
C -4.49951 12.04509 42.27874 2.0 -1.6 -1.6 -1.135
C -3.90873 12.51325 39.82862 -1.2 -0.8 0.7 0.405
C -4.75877 13.78788 39.84066 -0.2 0.4 0.2 -1.565
C -5.70186 10.79441 40.53530 0.0 -0.1 -0.1 0.720
C -6.31046 9.69661 41.51481 -0.2 1.4 -0.3 -0.788
O -6.78017 10.21714 42.74445 2.4 -2.0 0.5 -0.479
C -7.97429 10.91950 42.71866 -0.5 -0.2 -1.4 -0.496
H -1.83758 11.40434 41.83121 0.0 0.0 0.2 0.351
H -1.28593 11.02438 40.24424 -0.1 -0.1 -0.2 0.203
H -1.21132 9.84197 41.51800 -0.6 -0.4 -0.2 0.413
H -3.54956 9.56685 41.55500 -0.5 -0.1 -0.2 0.458
H -3.44518 9.76580 39.78799 0.2 0.2 -0.1 -0.103
H -5.41848 12.62880 42.33247 0.2 -0.4 0.1 0.257
H -3.58841 12.62997 42.40488 -0.3 0.4 0.2 0.514
H -4.38310 11.15977 42.90385 -0.8 0.5 0.5 0.434
H -3.97104 12.03020 38.85349 0.2 -0.1 -0.1 -0.544
H -2.86380 12.73748 40.04300 -0.1 -0.1 0.2 0.373
H -4.21705 14.56611 39.30308 0.1 -0.1 -0.4 0.463
H -4.95557 14.29533 40.78504 0.4 -0.5 0.5 0.587
H -5.75395 13.72072 39.40109 0.1 -0.5 -0.3 0.210
H -5.65475 10.32320 39.55354 0.1 0.2 -0.1 -0.870
H -6.25560 11.72899 40.44584 -1.0 -0.7 0.0 0.294
H -5.65682 8.83446 41.64721 0.7 0.5 0.7 0.319
H -7.08058 9.17680 40.94487 -0.7 0.7 -0.3 0.364
H -8.68655 10.29188 42.18305 -0.5 0.4 -0.1 0.212
H -7.72970 11.78451 42.10220 -1.0 0.7 0.3 0.111
H -8.35341 11.11014 43.72266 0.5 0.2 -0.1 0.346
C -12.90956 12.50643 35.72175 -1.4 -0.8 0.1 -1.710
C -12.68192 11.03853 35.28589 0.3 1.2 -1.5 0.175
N -13.88338 10.12740 34.97048 0.2 -0.8 2.6 0.783
C -14.37106 9.60633 36.37622 0.3 0.0 -1.5 -0.941
C -15.07266 10.85448 34.29761 0.0 0.6 -0.3 -0.336
C -16.32011 10.02259 33.89383 1.5 -0.4 0.7 -1.218
C -13.42160 8.98911 34.02069 0.4 -0.1 -0.3 -1.214
C -12.07323 8.18498 34.28092 -1.5 1.8 0.2 0.294
O -12.32209 7.49827 35.46960 1.4 -1.1 1.3 -0.454
C -11.18924 6.83980 36.10430 -0.9 0.4 -0.7 0.005
H -11.95763 13.03580 35.68068 -0.1 -0.1 0.1 0.191
H -13.34540 12.56091 36.71934 0.4 0.0 0.3 0.476
H -13.65285 13.02486 35.11607 0.4 0.0 -0.4 0.459
H -11.96714 10.63328 36.00211 -0.6 -0.8 0.1 0.224
H -12.15376 11.07419 34.33307 0.1 0.1 -0.2 -0.043
H -15.19146 8.92576 36.14849 0.1 0.0 0.4 0.395
H -14.69014 10.44428 36.99602 -0.1 0.1 -0.4 0.382
H -13.54630 9.10175 36.87948 -0.1 -0.1 -0.4 0.217
H -14.67486 11.36594 33.42111 0.3 -0.2 -0.1 0.115
H -15.36139 11.64984 34.98473 0.0 -0.2 0.2 0.464
H -17.14317 10.68250 33.61963 0.2 0.0 0.1 0.434
H -16.59255 9.40458 34.74936 -0.5 0.0 -0.1 0.298
H -16.08834 9.36089 33.05923 -0.1 0.1 -0.1 0.338
H -13.39508 9.53708 33.07881 0.3 -0.4 -0.4 0.601
H -14.22695 8.25530 33.98892 -0.1 0.2 0.1 0.500
H -11.25960 8.90809 34.33745 0.3 0.0 0.2 -0.374
H -11.84321 7.50305 33.46229 -0.4 0.1 -0.3 0.572
H -10.39684 7.53188 36.38928 -0.2 0.5 0.3 -0.024
H -10.65885 6.11686 35.48450 -0.4 -0.2 -0.6 0.285
H -11.61326 6.30127 36.95182 0.1 0.3 0.1 0.027
C -8.24586 9.98296 36.12243 -0.2 0.1 0.0 -0.482
C -6.84350 9.92901 35.54258 -0.9 -0.3 -1.4 1.440
N -6.26471 11.28282 35.02487 0.6 -0.7 -0.5 1.004
C -4.93942 10.85659 34.26719 -2.0 0.1 0.7 -0.327
C -7.25031 12.15094 34.12109 0.9 -1.6 -0.5 1.034
C -7.81106 11.44207 32.84760 -0.6 0.1 1.3 -0.805
C -5.92904 12.11086 36.26336 0.5 0.5 -0.6 0.704
C -4.80708 13.16868 36.09362 -0.7 -1.4 0.2 -1.007
O -5.08071 14.08158 35.05806 1.0 1.1 0.8 0.887
C -3.93730 14.96339 34.89239 0.0 -0.8 -0.9 -0.030
H -8.35530 10.83214 36.79697 -0.2 -0.4 0.6 -0.240
H -8.44239 9.00936 36.57143 0.4 0.2 0.9 -0.505
H -9.09890 9.96912 35.44403 0.4 0.7 -0.8 -0.115
H -6.85624 9.22634 34.70940 -0.1 0.4 -0.6 -0.342
H -6.15493 9.37839 36.18351 0.5 1.0 0.5 0.066
H -4.36583 10.33247 35.03165 0.6 0.5 0.0 0.047
H -4.53498 11.72710 33.75073 0.3 -0.1 0.4 -0.306
H -5.18907 10.09164 33.53192 -0.4 0.2 -0.1 0.230
H -6.64561 13.02824 33.89136 -0.1 -0.1 0.0 -0.524
H -8.05412 12.44879 34.79436 0.0 -0.2 -0.1 -0.003
H -7.16878 11.18221 32.00615 0.4 0.4 0.3 -0.127
H -8.64029 12.06399 32.51039 0.1 0.3 -0.4 0.609
H -8.36813 10.54273 33.11017 0.2 -0.2 0.2 -0.496
H -5.58282 11.36412 36.97792 0.0 0.3 0.3 -0.348
H -6.83759 12.62003 36.58491 -0.2 -0.4 0.2 -0.189
H -3.87917 12.61003 35.97117 0.4 0.1 -0.4 0.419
H -4.70565 13.69328 37.04366 -0.2 0.1 0.3 0.166
H -3.30095 14.41252 34.19979 0.2 0.5 -0.6 -0.451
H -3.25068 15.14296 35.71968 -0.8 -0.3 0.9 -0.272
H -4.22584 15.94970 34.52901 -0.3 -0.3 -0.3 0.307
C -10.66759 12.21220 39.75448 0.8 -0.4 1.2 -1.289
C -9.26138 12.12219 39.16819 -0.2 -3.1 -0.2 0.345
O -8.57336 11.09547 39.43033 0.2 0.1 0.6 -0.539
O -8.92997 12.93684 38.30141 0.5 2.3 -1.2 -0.260
H -10.81032 11.55559 40.61274 0.5 -0.1 0.2 0.371
H -11.40380 11.78270 39.07506 -0.1 1.1 -0.4 0.008
H -10.71685 13.22111 40.16406 -1.1 0.2 -0.6 0.432
C -12.63508 13.04863 32.15131 -0.9 0.4 0.2 -0.379
C -12.38585 11.76331 31.38603 -1.8 -0.8 -0.5 0.397
O -13.29783 11.40626 30.59702 0.9 0.3 0.7 -0.780
O -11.35320 11.13384 31.68325 1.6 -0.7 0.7 -0.495
H -12.37085 13.03025 33.20865 0.6 -0.2 -0.1 -0.330
H -13.71721 13.17863 32.16554 0.0 0.6 -0.4 0.367
H -12.12451 13.86801 31.64531 -0.2 0.2 0.1 0.418
C -1.63558 8.10593 37.62066 -0.2 0.9 -0.9 -1.419
C -2.82049 8.76365 36.90833 -1.8 -0.7 1.5 0.290
O -3.24445 9.88616 37.30499 0.5 0.8 -0.1 0.194
O -3.46235 8.02247 36.12855 0.1 -0.2 -1.0 -0.154
H -1.97615 7.29362 38.26274 0.0 0.0 -0.1 0.194
H -1.11578 8.86596 38.20398 0.3 -0.3 0.0 0.076
H -1.06713 7.71588 36.77638 0.6 -0.3 0.5 0.391